The following is a DFT calculation (ωB97M-V with the def2-TZVPD basis set) of 2 unconnected molecules or ions with the total composition CH2IO2S at a distorted geometry.

Cartesian coordinates (Å):
I 1.28 -1.47 1.78
S -3.35 0.12 0.07
O -4.14 1.41 -0.12
O -4.14 -1.05 0.40
C 0.17 -0.70 0.12
H -0.84 -0.79 0.39
H 0.70 -1.14 -0.69

M in g/mol: 205.0
Spin multiplicity: 1
Total charge: -1
HOMO-LUMO gap (spin up / spin down) in eV: 7.7 / 3.6
Highest occupied orbital energy (spin up / spin down) in eV: -5.023 / -1.579
Energy relative to the best compared isomer or geometry (same formula, charge and spin) in eV: 2.188



The following is a DFT calculation (ωB97M-V with the def2-TZVPD basis set) of a single C5H6N2O molecule at a distorted geometry.

Cartesian coordinates (Å):
O 0.99 -0.89 1.70
N -0.17 -0.55 -0.18
N -0.49 1.59 -0.96
C 0.63 -0.08 0.88
C -0.64 0.33 -1.03
C 0.12 2.14 0.07
C 0.75 1.35 0.95
C -0.33 -2.02 -0.35
H 0.17 3.16 0.23
H -1.16 0.02 -1.84
H 0.09 -2.34 0.62
H -1.32 -2.11 -0.66
H 0.17 -2.47 -1.18
H 1.19 1.87 1.76

M in g/mol: 110.1
Spin multiplicity: 1
Total charge: 0
HOMO-LUMO gap in eV: 9.7
Highest occupied orbital energy in eV: -9.075
Energy relative to the best compared isomer or geometry (same formula, charge and spin) in eV: 0.516



The following is a DFT calculation (ωB97M-V with the def2-TZVPD basis set) of 5 unconnected molecules or ions with the total composition C29H70NOPS.

Cartesian coordinates (Å):
S -0.58 -3.04 -2.12
P -0.38 -3.85 -0.18
O -3.75 -1.85 0.17
N -3.59 -5.41 0.92
C -3.67 3.14 -9.53
C -2.23 1.80 -6.34
C -2.61 3.26 -6.59
C 1.14 5.70 1.41
C -0.02 3.33 -1.73
C 4.44 -6.22 3.55
C -0.84 0.96 -1.18
C -0.70 5.71 3.22
C 1.30 -3.30 0.30
C 4.91 -7.15 6.48
C 2.39 7.68 2.42
C -3.03 1.15 -5.22
C -2.99 -3.05 0.29
C 2.25 6.17 2.34
C -1.17 1.26 0.28
C 4.72 -5.70 6.06
C -0.74 4.20 3.39
C -3.71 -3.99 1.26
C -4.06 3.48 -7.03
C -1.55 -2.75 0.73
C 1.92 -4.23 1.35
C 3.61 -7.87 6.81
C -4.47 2.73 -8.29
C -1.27 3.74 -2.50
C 0.26 1.83 -1.79
C 3.90 -5.50 4.78
C 0.01 1.05 1.22
C -0.27 6.15 1.82
C 5.83 -5.75 3.13
H -4.10 1.12 -5.45
H -0.72 -4.16 -2.85
H 5.83 -4.67 2.92
H -0.04 6.15 3.97
H 3.75 -6.06 2.72
H -1.70 6.12 3.42
H 1.35 -2.26 0.62
H 1.48 8.15 2.82
H -1.76 1.05 -1.77
H -1.93 3.68 -7.34
H -2.34 1.22 -7.26
H 3.84 -4.43 4.57
H -1.09 3.93 4.39
H -1.19 3.45 -3.55
H -3.80 -5.54 -0.07
H -4.01 2.59 -10.41
H -5.53 2.92 -8.48
H 2.10 5.76 3.35
H 1.34 6.07 0.40
H -0.54 -0.09 -1.26
H -2.17 3.28 -2.09
H 1.16 -4.53 2.07
H 3.20 5.75 1.98
H -0.98 5.74 1.09
H 0.84 3.86 -2.15
H -1.53 2.29 0.38
H -4.21 4.55 -7.19
H -2.60 2.92 -9.41
H 3.07 -7.35 7.61
H -3.30 -3.86 2.25
H -2.00 0.62 0.60
H -2.90 1.70 -4.28
H 1.17 4.61 1.34
H -2.71 0.12 -5.05
H -1.41 4.82 -2.47
H 2.95 -7.92 5.94
H 4.23 -5.15 6.87
H -2.97 -3.55 -0.68
H 1.90 -3.35 -0.60
H 0.39 1.53 -2.83
H -2.62 -5.69 1.04
H -2.44 3.84 -5.67
H 6.16 -6.26 2.23
H -4.76 -3.72 1.29
H 4.46 -7.30 3.72
H -1.43 3.75 2.66
H -0.28 1.26 2.25
H 0.85 1.70 0.97
H 2.74 -3.72 1.84
H 5.45 -7.70 5.71
H -4.38 1.65 -8.14
H 3.21 7.97 3.07
H -0.35 7.23 1.74
H -3.35 -1.34 -0.56
H 2.29 -5.11 0.85
H -3.77 4.20 -9.73
H -0.10 3.67 -0.69
H -4.73 3.20 -6.22
H 3.79 -8.89 7.14
H 2.87 -5.83 4.96
H 0.24 3.75 3.25
H -1.47 -2.89 1.80
H 0.37 0.01 1.18
H 6.57 -5.93 3.91
H -1.17 1.76 -6.08
H 5.55 -7.17 7.37
H 5.70 -5.23 5.93
H 2.57 8.11 1.43
H 1.21 1.63 -1.29
H -1.33 -1.71 0.51

M in g/mol: 511.9
Spin multiplicity: 1
Total charge: 0
HOMO-LUMO gap in eV: 9.3
Highest occupied orbital energy in eV: -8.797



The following is a DFT calculation (ωB97M-V with the def2-TZVPD basis set) of a single C4H2BrF6N molecule at a distorted geometry.

Cartesian coordinates (Å):
Br -0.55 2.58 -1.35
F 0.32 -0.26 2.20
F -1.12 1.22 1.58
F -0.35 -2.23 0.84
F -2.10 -1.15 0.21
F -0.79 -1.84 -1.38
F 0.96 1.64 1.38
N -0.15 0.64 -1.36
C -0.81 -1.35 -0.11
C 1.14 0.13 -1.05
C 0.03 0.01 -0.04
C 0.07 0.68 1.31
H 2.04 0.77 -0.63
H 1.31 -0.85 -1.60

M in g/mol: 258.0
Spin multiplicity: 1
Total charge: 0
HOMO-LUMO gap in eV: 9.6
Highest occupied orbital energy in eV: -10.353
Energy relative to the best compared isomer or geometry (same formula, charge and spin) in eV: 0.000



The following is a DFT calculation (ωB97M-V with the def2-TZVPD basis set) of 3 unconnected molecules or ions with the total composition C18H41N3O8S at a distorted geometry.

Cartesian coordinates (Å):
S 3.83 -1.20 -1.38
O -0.65 1.28 0.88
O 2.88 2.20 -0.90
O 4.94 2.38 -1.88
O -8.32 2.36 0.86
O 2.41 -0.66 -1.54
O 0.98 -3.00 1.04
O 4.58 -0.80 -2.63
O 3.65 -2.87 -1.23
N 7.00 -3.67 0.59
N -6.66 4.45 -0.20
N -3.21 2.50 1.25
C -9.32 1.87 -0.01
C -6.41 3.05 -0.58
C 4.59 -0.56 0.17
C -0.04 1.52 -0.38
C 4.92 -3.51 -0.96
C -0.77 2.43 1.71
C -6.98 2.07 0.45
C 2.52 -4.93 0.88
C 5.03 0.98 0.12
C -1.83 4.17 0.15
C 5.65 -3.01 0.38
C 0.98 -4.45 0.89
C 5.96 -1.42 0.38
C -6.93 2.82 -2.00
C 4.26 1.88 -0.94
C 3.05 -5.41 -0.56
C -2.00 3.31 1.40
C 4.61 -5.11 -0.81
H 4.88 1.41 1.17
H -2.13 3.99 2.24
H 3.87 -0.77 1.05
H -6.38 2.14 1.36
H 3.14 -4.10 1.36
H 2.53 1.89 -1.78
H 4.94 -5.65 -1.77
H 6.87 -4.64 0.94
H 0.42 0.58 -0.72
H 0.48 -4.87 1.84
H -0.80 1.80 -1.12
H 2.57 -5.82 1.60
H 0.36 -2.64 0.36
H -9.54 2.61 -0.78
H 6.16 1.07 -0.09
H -0.86 4.68 0.15
H 0.16 3.01 1.69
H 7.40 -3.15 1.39
H 0.74 2.28 -0.32
H -3.01 1.76 0.58
H 5.69 -3.42 -1.81
H 5.20 -5.60 0.04
H 2.94 -6.56 -0.57
H -1.91 3.60 -0.77
H -2.60 4.95 0.12
H -6.90 1.03 0.11
H -6.31 3.37 -2.72
H -10.23 1.72 0.57
H -0.88 2.05 2.73
H 6.49 -1.11 1.35
H 6.61 -1.19 -0.54
H 5.06 -3.21 1.34
H -7.66 4.53 -0.01
H -6.89 1.76 -2.26
H -9.04 0.92 -0.47
H -7.96 3.17 -2.13
H -6.23 4.62 0.71
H 2.39 -5.05 -1.43
H -5.32 2.90 -0.61
H -3.37 2.00 2.12
H 0.43 -4.75 -0.06

M in g/mol: 459.6
Spin multiplicity: 1
Total charge: 0
HOMO-LUMO gap in eV: 9.2
Highest occupied orbital energy in eV: -8.897
Energy relative to the best compared isomer or geometry (same formula, charge and spin) in eV: 3.645



The following is a DFT calculation (ωB97M-V with the def2-TZVPD basis set) of 9 unconnected molecules or ions with the total composition C33H52O25 at a distorted geometry.

Cartesian coordinates (Å):
O -14.60 15.19 23.41
O -12.24 19.52 21.57
O -11.82 21.69 21.06
O -16.36 10.15 15.56
O -14.76 16.71 11.31
O -14.86 14.02 21.63
O -13.13 15.49 21.72
O -9.81 12.37 18.14
O -14.19 14.40 17.26
O -20.52 15.58 18.16
O -20.92 14.04 16.55
O -8.72 13.83 12.68
O -13.48 20.56 20.08
O -10.49 12.40 12.87
O -14.84 12.24 19.01
O -13.71 10.29 19.52
O -15.44 12.00 14.94
O -10.41 13.74 19.75
O -9.38 14.55 17.87
O -14.32 9.98 14.57
O -19.13 13.83 17.97
O -15.77 17.36 13.18
O -15.81 10.15 18.85
O -14.30 18.62 12.38
O -10.46 14.29 14.03
C -16.59 12.49 15.69
C -17.19 14.82 18.97
C -15.26 10.67 15.01
C -14.59 19.22 13.60
C -19.64 15.70 19.21
C -13.21 15.23 17.85
C -14.78 11.01 19.12
C -12.45 20.67 20.87
C -20.22 14.46 17.44
C -12.73 14.73 14.34
C -14.09 14.90 22.22
C -16.08 13.78 22.33
C -17.29 11.16 15.97
C -17.37 13.57 14.89
C -15.47 8.84 19.24
C -14.81 18.92 19.08
C -15.92 8.05 17.99
C -11.81 12.49 13.52
C -13.95 8.89 19.44
C -18.71 14.50 19.17
C -15.83 18.47 14.06
C -14.92 17.51 12.21
C -10.71 11.65 18.95
C -15.84 18.01 15.51
C -10.27 10.25 19.35
C -14.22 19.38 20.36
C -16.31 12.26 22.54
C -11.61 13.65 14.47
C -9.81 13.53 13.10
C -10.91 12.48 20.18
C -13.12 18.56 21.08
C -9.81 13.62 18.57
C -15.81 14.47 23.65
H -11.70 11.57 18.49
H -15.97 8.52 20.16
H -17.42 11.06 17.05
H -18.37 13.73 15.30
H -15.77 11.84 23.39
H -19.06 16.57 18.92
H -15.07 19.56 21.03
H -9.23 10.23 19.69
H -14.81 17.66 15.66
H -13.62 8.29 20.28
H -12.13 11.63 14.10
H -15.48 8.31 17.03
H -10.31 12.23 21.05
H -12.59 15.56 15.04
H -13.71 14.32 14.57
H -14.06 18.56 18.37
H -11.39 13.31 15.48
H -18.27 11.07 15.51
H -17.37 12.02 22.62
H -13.48 15.35 18.90
H -14.46 13.77 17.94
H -16.44 17.12 15.64
H -20.12 15.81 20.18
H -12.55 12.77 12.76
H -11.96 12.58 20.42
H -16.96 8.09 17.67
H -12.73 15.20 13.36
H -18.75 13.84 20.04
H -15.74 6.97 17.99
H -13.40 8.57 18.55
H -13.82 19.02 14.34
H -14.87 20.27 13.46
H -13.48 17.98 21.94
H -10.80 9.83 20.20
H -16.05 18.81 16.22
H -16.05 11.72 21.63
H -16.98 15.35 18.04
H -15.46 19.67 18.63
H -16.78 14.49 14.92
H -12.18 14.87 17.86
H -16.57 13.92 19.03
H -16.80 15.48 19.74
H -16.74 19.03 13.83
H -15.72 13.88 24.56
H -16.92 14.26 21.84
H -17.61 13.42 13.84
H -16.10 12.92 16.57
H -16.62 15.20 23.72
H -10.35 9.48 18.58
H -12.57 17.99 20.33
H -13.17 16.22 17.41
H -15.47 18.06 19.15

M in g/mol: 848.8
Spin multiplicity: 1
Total charge: 0
HOMO-LUMO gap in eV: 9.5
Highest occupied orbital energy in eV: -10.036
Energy relative to the best compared isomer or geometry (same formula, charge and spin) in eV: 0.000